(1)
{
  "formula": "C30H60O24PS5Tl",
  "method": "ωB97M-V with the def2-TZVPD basis set",
  "orbital_gap_ev": 7.2746,
  "energy_ha": -5488.0020,
  "de_lowest_kcal_mol": 929.03,
  "e_homo_ev": -8.89,
  "multiplicity": 1,
  "elements": ["Tl", "S", "S", "S", "S", "S", "P", "O", "O", "O", "O", "O", "O", "O", "O", "O", "O", "O", "O", "O", "O", "O", "O", "O", "O", "O", "O", "O", "O", "O", "O", "C", "C", "C", "C", "C", "C", "C", "C", "C", "C", "C", "C", "C", "C", "C", "C", "C", "C", "C", "C", "C", "C", "C", "C", "C", "C", "C", "C", "C", "C", "H", "H", "H", "H", "H", "H", "H", "H", "H", "H", "H", "H", "H", "H", "H", "H", "H", "H", "H", "H", "H", "H", "H", "H", "H", "H", "H", "H", "H", "H", "H", "H", "H", "H", "H", "H", "H", "H", "H", "H", "H", "H", "H", "H", "H", "H", "H", "H", "H", "H", "H", "H", "H", "H", "H", "H", "H", "H", "H", "H"],
  "xyz": [[1.5482, 0.8529, 1.9962], [-1.5022, 3.9880, -1.2874], [3.9811, 0.9087, 0.0675], [1.1245, 3.5190, 0.1344], [-0.0420, 3.2566, 3.3241], [1.4310, -1.7374, 4.2032], [0.0134, -0.1939, 0.3197], [3.3169, -0.6894, -4.8086], [0.0796, -3.9642, 0.9755], [1.2942, 2.5805, 3.1738], [-4.1439, -1.2418, 1.8663], [5.0289, -4.6121, 1.2436], [2.8917, 1.7284, 0.7513], [0.2110, -0.9596, 1.6705], [1.7190, 0.6925, -3.8156], [3.2026, -3.4030, 1.6319], [1.5161, 2.8326, 1.4338], [-4.2524, -1.1987, -1.6213], [-5.9536, 0.2723, -1.4524], [1.4607, -1.5220, -3.7417], [1.5009, 0.0029, -0.1725], [-2.4758, -0.9750, 3.1394], [-0.3762, 1.2656, 0.7973], [2.0650, -0.8086, 3.1929], [-3.9868, -2.4142, 3.8601], [-0.8480, -5.3235, 2.6114], [-0.9168, -0.9100, -0.7065], [-2.0288, -3.6929, 1.5439], [-3.7248, 0.9218, -1.6026], [-2.4522, 4.0483, -2.4956], [4.1568, -3.1293, -0.2953], [-0.2244, -1.9555, 3.5145], [0.7042, 0.4551, -2.9014], [-4.7121, 0.0352, -1.5838], [-1.4500, 2.2025, 2.8233], [5.4962, 1.8767, -0.3524], [-3.6327, -1.4987, 3.0367], [0.3487, -0.9986, -3.0755], [-2.3066, 4.8535, 0.0975], [-0.4274, 1.3772, -3.2320], [-2.8369, -1.1509, -1.6115], [0.9591, 2.2073, -1.1631], [2.7151, 4.1771, -0.5602], [4.2280, -3.8059, 0.8513], [2.3452, -2.5038, 0.9826], [-1.7066, -2.5390, 0.7760], [2.0402, -3.5102, 3.7562], [3.4700, 0.3459, -1.6050], [-0.9398, -4.4135, 1.7889], [-1.6132, 2.2329, -0.8242], [-2.1149, -0.2256, 2.0415], [-0.2462, 4.6641, 2.1296], [-0.3110, -2.8639, 0.2273], [2.2935, -0.4874, -4.1358], [2.2610, -2.0477, -1.5067], [-0.3292, -3.2121, -1.2305], [-3.2985, -0.4842, 1.1008], [3.1516, -2.1703, -0.2867], [-2.4399, -2.0747, -2.7587], [-2.4409, 0.2936, -1.7236], [-3.9458, 0.8255, 0.6768], [-0.9284, -2.6184, 4.0175], [1.8647, 1.6048, -1.0920], [-0.5515, -1.0757, -3.6851], [1.6053, -1.2163, -1.2477], [0.1058, 4.4356, 1.1237], [-1.2160, -0.5884, 1.5431], [-2.4295, -1.5873, -0.6996], [-3.3940, 4.8569, 0.0233], [-4.0262, 1.4635, 1.5569], [-2.0317, 0.8264, 2.3145], [3.4511, 3.3799, -0.4558], [-0.5902, -2.3964, -1.9047], [-2.4077, 2.7118, 2.9301], [-1.3086, 1.8446, 1.8035], [-0.6228, -0.9792, 3.2384], [3.7382, -1.2689, -0.1091], [4.0103, -0.5544, -1.8976], [-4.9377, 0.4946, 0.3689], [-1.3048, 4.9235, 2.1152], [-3.4124, 1.4052, -0.0766], [0.1774, -1.3916, -2.0733], [-1.9183, 4.5662, 1.0746], [0.9821, 2.6526, -2.1577], [-2.9212, -1.7539, -3.6826], [3.0669, 5.0799, -0.0610], [-1.4096, 1.5707, -1.6656], [2.5074, 4.3224, -1.6204], [2.9083, -1.8287, -2.3559], [0.4377, 5.4742, 2.3825], [2.3946, 0.1700, -1.5795], [1.6622, -2.9382, -1.6979], [-2.6017, 1.8905, -0.5182], [-0.1879, -2.2693, 2.4713], [1.4008, -4.1896, 4.3198], [5.0787, 2.6244, -1.0266], [-0.9535, -4.0567, -1.5222], [-0.1416, 2.4260, -3.1515], [-0.7658, 1.1906, -4.2512], [-2.4182, -2.4368, -0.0433], [-1.7728, 0.5645, -0.9060], [2.1316, -1.6093, 1.5678], [0.1390, 1.5616, -0.8488], [-2.0297, 5.9071, 0.0613], [1.0307, 0.6994, -1.8905], [0.3467, -2.0072, 0.3743], [-1.2373, 1.1882, -2.5274], [3.0653, -3.7052, 4.0711], [-1.4470, 1.3006, 3.4354], [-2.8655, -3.0692, -2.6247], [1.8659, -3.5920, 2.6834], [-1.9547, 0.5661, -2.6603], [-1.3549, -2.0743, -2.8630], [1.3689, -2.9638, 0.8296], [-0.8981, 2.1023, -0.0120], [6.3284, 1.3707, -0.8417], [-2.9890, -1.1745, 0.3161], [0.7031, -3.3811, -1.5368], [-1.7024, -1.5957, 1.3221], [5.7436, 2.4175, 0.5611], [3.7416, 1.0300, -2.4090]],
  "forces_ev_per_a": [[0.03, -2.81, 3.00], [-2.40, -0.76, -2.41], [3.07, -3.42, -1.12], [3.50, -1.58, -4.09], [-1.88, 2.18, 2.03], [-1.22, -2.97, 0.53], [1.43, -0.43, -2.81], [-3.11, 1.13, 2.67], [-0.51, -2.42, 1.67], [-1.39, -1.28, 9.09], [-3.20, -0.87, 0.60], [-0.42, 0.82, -1.11], [6.64, -0.23, -2.56], [2.68, 4.11, -3.92], [2.30, -0.42, -1.14], [1.55, -0.48, -0.18], [-2.79, 7.55, -7.27], [-0.48, 0.09, 0.28], [4.98, -0.30, -0.95], [0.87, 0.76, -1.61], [-3.58, -1.15, 2.69], [2.12, 1.40, 2.34], [2.53, -5.35, 2.10], [2.29, 1.17, 0.91], [0.44, 4.35, -3.14], [0.01, 2.52, -2.45], [5.67, 4.01, 4.02], [-0.47, -0.05, 0.71], [-0.82, 0.43, -4.02], [1.17, 0.66, 1.28], [1.68, -2.16, -1.30], [-0.48, -1.21, 1.01], [-1.90, 0.43, -0.26], [-5.63, 0.27, 0.03], [1.00, 1.95, 0.93], [-1.95, 1.56, 0.07], [-2.49, -7.08, 3.51], [-0.19, 1.66, -0.46], [-0.38, 0.38, 0.01], [1.15, 0.61, -2.01], [-0.51, -2.18, -2.73], [2.56, 2.14, 0.87], [-0.57, -0.45, -0.17], [-0.11, -0.28, 1.13], [0.63, 0.82, -1.17], [1.16, -2.38, -0.42], [-1.26, 1.18, 1.01], [1.47, 1.58, -1.02], [0.45, -2.03, 1.57], [-1.94, 5.67, -0.38], [-3.53, 1.97, -1.70], [0.88, -0.37, 1.41], [-2.50, -0.45, -2.30], [1.38, -1.87, -2.95], [2.76, -1.25, 0.35], [0.19, -1.64, -0.87], [1.10, 2.67, -0.68], [-1.50, 0.81, 1.03], [-0.57, 0.41, -0.60], [-4.56, -3.98, 0.22], [-0.62, -0.64, 2.59], [0.41, 0.29, 0.97], [-0.37, 1.61, 0.36], [0.64, 0.04, -0.43], [0.72, -1.38, -0.66], [-1.77, 0.69, 1.09], [-1.80, 1.43, 2.62], [-1.39, 1.31, -3.15], [0.02, -0.57, -0.12], [-0.32, -0.08, 0.35], [-1.30, -2.86, -1.06], [-0.35, 0.46, 0.02], [0.07, -2.19, 2.07], [0.20, 0.35, 0.42], [-0.05, 1.40, 0.65], [0.64, -0.58, 2.36], [-0.70, -0.27, 0.02], [0.24, 0.27, 0.70], [-0.08, 1.01, 0.19], [1.07, 0.42, 1.50], [-2.20, -1.32, 2.74], [0.73, 0.56, -1.60], [-1.35, -0.82, -1.64], [-0.19, 0.49, 0.96], [0.13, 0.46, -0.19], [-0.33, -0.04, -0.03], [0.59, 5.11, 3.19], [0.13, 0.37, 0.05], [-0.36, -0.64, 0.40], [-0.29, 0.11, 0.82], [1.86, -0.03, -0.21], [2.71, 1.03, -0.26], [2.00, 3.01, -0.39], [0.59, -1.38, 1.71], [-0.35, 0.24, 0.09], [0.63, 0.14, -0.30], [-0.02, -0.23, 0.43], [-0.49, -0.35, -0.71], [-0.19, -0.07, -0.08], [0.38, -2.62, 1.44], [-2.45, -1.89, -0.67], [0.92, -1.05, -0.36], [1.55, 1.71, -1.48], [0.22, 0.12, -0.48], [-0.27, -1.45, -1.67], [-0.28, -2.82, -0.28], [4.12, 1.43, -3.97], [-0.04, 0.51, -0.27], [0.65, 1.05, 1.21], [0.37, -0.12, 0.39], [-0.37, -0.43, 1.46], [-3.50, -2.63, 0.00], [-2.15, -0.53, -0.81], [2.64, 0.00, 0.12], [-2.01, 1.24, -1.32], [-0.42, -0.55, 0.37], [-1.39, 2.29, 1.13], [-2.37, -1.83, 0.48], [-0.19, -3.57, -0.39], [0.39, -0.31, 0.03], [-0.03, 0.64, 0.31]],
  "lowdin_charge": [1.05, 0.91, 1.06, 1.04, 1.06, 1.08, 0.37, 0.13, 0.06, -0.56, 0.18, 0.16, -0.63, -0.52, 0.12, 0.00, -0.71, 0.15, 0.09, 0.05, -0.47, 0.07, -0.43, -0.61, 0.09, 0.14, -0.36, 0.15, 0.02, -0.53, 0.14, -0.22, -0.35, -0.54, -0.23, -0.18, -0.53, -0.14, -0.23, -0.01, -0.30, -0.28, -0.13, -0.51, -0.11, -0.09, -0.12, -0.21, -0.49, -0.31, -0.21, -0.25, -0.34, -0.48, -0.03, 0.00, -0.27, -0.27, 0.01, -0.16, 0.05, 0.11, 0.04, 0.14, 0.05, -0.10, 0.02, 0.05, 0.08, 0.12, 0.03, 0.01, 0.02, 0.11, 0.00, 0.06, 0.07, 0.09, 0.11, 0.04, 0.04, 0.06, -0.03, 0.09, 0.11, 0.07, -0.02, 0.07, 0.10, 0.09, 0.01, 0.07, 0.04, 0.05, 0.07, 0.03, 0.13, 0.09, 0.15, 0.12, 0.08, 0.08, 0.02, 0.06, 0.05, 0.07, -0.02, 0.07, 0.08, 0.11, 0.03, 0.10, 0.03, 0.09, -0.06, 0.08, 0.09, 0.06, 0.05, 0.06, 0.10]
}

***

(2)
{
  "formula": "C24H27ORh",
  "method": "ωB97M-V with the def2-TZVPD basis set",
  "orbital_gap_ev": [6.9527, 7.0539],
  "energy_ha": -1116.2690,
  "e_homo_ev": [-6.55, -7.23],
  "multiplicity": 5,
  "elements": ["Rh", "O", "C", "C", "C", "C", "C", "C", "C", "C", "C", "C", "C", "C", "C", "C", "C", "C", "C", "C", "C", "C", "C", "C", "C", "C", "H", "H", "H", "H", "H", "H", "H", "H", "H", "H", "H", "H", "H", "H", "H", "H", "H", "H", "H", "H", "H", "H", "H", "H", "H", "H", "H"],
  "xyz": [[0.3416, -0.0437, -0.3397], [-0.4465, 0.1922, -2.0805], [0.0396, 0.0545, 4.5508], [1.0864, -0.2593, -7.2942], [0.0779, 2.0588, -0.0017], [-1.1921, 0.8288, 5.0510], [1.4577, -2.0881, 0.4225], [-0.9658, -1.8989, 0.1778], [0.8782, -0.9942, -6.1379], [0.8295, 1.4382, 1.0559], [-0.2419, -1.2302, -3.9708], [1.3005, 0.7613, 5.0769], [-1.2932, 2.2168, 0.4790], [0.0487, 1.6861, -6.2582], [0.2978, -2.2181, -0.3912], [-1.3952, 1.7861, 1.7659], [-0.0316, 1.4085, 2.3490], [-1.1362, -0.7456, -2.8962], [0.1532, -1.0360, 2.1698], [-0.1992, 0.9613, -5.1037], [0.1487, -0.4350, -5.0343], [-0.0081, -1.3711, 5.1145], [-1.0240, -1.3405, 1.4403], [0.0645, 0.0948, 3.0540], [1.3899, -1.5806, 1.7061], [0.6590, 1.0791, -7.3669], [2.2010, 0.2655, 4.6884], [0.3621, -2.6701, -1.3764], [-2.2925, 1.7762, 2.3876], [-1.8737, -2.0616, -0.3950], [0.8861, -1.9413, 4.8406], [1.3136, 1.8153, 4.7714], [0.2980, 2.1871, 3.0502], [1.9169, 1.4908, 1.1455], [0.8119, 1.6495, -8.2833], [-1.2483, 0.7565, 6.1445], [-0.6672, 1.4045, -4.2179], [1.2256, -2.0283, -6.0438], [-0.9061, -1.9055, 4.7835], [-1.9841, -1.0552, 1.8805], [0.5192, 2.5441, -0.8719], [-1.1269, 1.8919, 4.7856], [-2.1148, 0.4054, 4.6286], [2.2763, -1.4859, 2.3356], [-0.0437, -1.3063, 6.2111], [-2.0719, 2.6510, -0.1464], [1.3137, 0.7179, 6.1733], [-0.2414, 2.7366, -6.3048], [-1.9401, -0.1534, -3.3669], [1.5769, -0.7250, -8.1509], [2.3976, -2.4408, 0.0005], [-1.5382, -1.5855, -2.3080], [0.1105, -2.2587, -3.9001]],
  "forces_ev_per_a": [[0.05, -0.65, 1.08], [-0.80, 0.45, -1.79], [-0.03, 0.08, 0.18], [-0.04, 0.09, 0.22], [1.29, -0.63, 0.69], [-0.12, -0.02, 0.16], [0.11, -0.88, -0.85], [0.32, -0.81, -0.59], [-0.29, 0.22, 0.21], [0.14, 1.91, 0.17], [0.06, -0.93, 0.48], [0.12, -0.05, 0.13], [-0.29, -0.08, 1.13], [0.04, -0.16, 0.07], [-0.16, -0.72, 0.50], [-0.27, 0.85, -0.37], [0.09, -0.24, -1.39], [0.35, 1.11, 0.37], [0.00, -1.40, -1.05], [-0.07, -0.57, 0.01], [0.49, 0.77, -1.06], [-0.01, 0.18, 0.13], [0.08, 0.36, 0.70], [-0.06, 0.26, 1.14], [-0.66, 0.79, 0.62], [0.03, -0.13, 0.06], [-0.14, 0.16, 0.16], [0.04, 0.09, 0.19], [0.21, 0.04, -0.33], [0.13, 0.00, 0.17], [-0.18, 0.00, -0.04], [0.11, -0.25, 0.12], [-0.04, 0.11, -0.33], [-0.29, 0.14, -0.06], [-0.01, -0.14, 0.25], [-0.04, 0.07, -0.15], [0.21, -0.05, -0.47], [-0.17, 0.34, -0.18], [0.20, 0.03, -0.03], [0.34, 0.10, -0.35], [-0.28, 0.02, 0.29], [-0.11, -0.24, 0.02], [0.19, 0.15, 0.13], [-0.15, 0.16, -0.35], [0.03, -0.10, -0.23], [0.02, -0.30, 0.30], [0.09, 0.07, -0.15], [0.09, -0.27, -0.02], [-0.30, -0.54, 0.19], [-0.09, 0.18, 0.25], [-0.12, 0.12, 0.24], [-0.13, 0.19, -0.35], [0.05, 0.12, -0.23]],
  "nbo_charge": [0.77, -0.82, -0.12, -0.23, -0.34, -0.60, -0.25, -0.20, -0.18, -0.30, -0.10, -0.59, -0.19, -0.21, -0.30, -0.21, -0.36, -0.13, -0.09, -0.20, -0.11, -0.60, -0.22, 0.16, -0.15, -0.22, 0.21, 0.25, 0.21, 0.24, 0.21, 0.21, 0.24, 0.23, 0.21, 0.21, 0.23, 0.21, 0.21, 0.24, 0.25, 0.21, 0.21, 0.22, 0.21, 0.23, 0.21, 0.21, 0.17, 0.21, 0.24, 0.15, 0.18]
}

***

Molar mass for the records above, in order: 1200.478 434.385 g mol⁻¹